No. 1
C10H16N | the ωB97M-V functional and the def2-TZVPD basis

Geometry (Å):
C -0.573 2.486 0.447
C 0.310 2.138 -0.496
C -1.336 1.311 1.003
C -0.927 -1.075 -1.848
C 0.278 -0.102 -1.970
C -1.509 -0.968 -0.409
C 0.258 0.693 -0.707
C -0.727 0.136 0.261
C 1.208 -1.521 0.450
C 1.317 0.482 1.750
N 0.685 -0.178 0.624
H -0.766 3.487 0.788
H 0.942 2.795 -1.062
H -1.250 1.236 2.088
H -2.399 1.405 0.776
H -1.693 -0.798 -2.571
H -0.633 -2.098 -2.080
H 1.222 -0.625 -2.124
H 0.153 0.580 -2.812
H -2.559 -0.686 -0.446
H -1.449 -1.911 0.133
H 1.006 -2.100 1.354
H 0.765 -2.036 -0.394
H 2.287 -1.475 0.300
H 0.951 0.051 2.684
H 2.396 0.334 1.697
H 1.120 1.553 1.751

Cartesian forces (eV/Å) of the 3 atoms listed first:
-0.014 -0.038 -0.273
-0.187 0.221 0.186
0.066 0.024 0.066

Values from the calculation:
F_max = 0.0270 Eh/bohr
total charge = +1
SMILES = C[N+]1(C)[C@@]23CC=C[C@]21CCC3
M = 150.25 g mol⁻¹
orbital gap = 10.9415 eV
total energy = -12112.0504 eV
highest occupied orbital energy = -13.7600 eV

***

No. 2
C10H16N2OS | the ωB97M-V functional and the def2-TZVPD basis

Geometry (Å):
C -2.165 0.336 1.171
C -2.386 0.130 -1.230
C -0.767 0.581 1.034
C -1.028 0.426 -1.384
C -2.991 0.174 0.060
C -0.202 0.534 -0.227
C 2.546 -0.077 0.333
C 4.565 1.436 -0.230
C 4.965 -0.854 0.484
C -4.417 -0.205 0.276
N 4.098 0.170 0.104
N -5.303 0.960 0.345
O 2.106 -1.283 0.569
S 1.522 1.161 -0.263
H -2.672 0.457 2.161
H -3.042 0.218 -2.061
H -0.183 0.663 1.947
H -0.569 0.364 -2.353
H 4.103 2.189 0.321
H 4.586 1.752 -1.205
H 5.686 1.522 0.027
H 4.563 -1.901 0.608
H 5.331 -0.664 1.500
H 5.896 -0.782 -0.127
H -4.742 -0.910 -0.482
H -4.449 -0.743 1.265
H -6.297 0.787 0.082
H -4.961 1.593 -0.356
H -5.353 1.233 1.314
H 2.716 -1.976 0.918

Cartesian forces (eV/Å) of the 3 atoms listed first:
0.113 1.064 0.376
0.263 1.815 1.564
-1.688 -1.076 0.452

Values from the calculation:
F_max = 0.1705 Eh/bohr
total charge = +2
M = 212.32 g mol⁻¹
orbital gap = 8.8880 eV
total energy = -26474.4442 eV
highest occupied orbital energy = -15.4816 eV

***

No. 3
C10H16N2S2 | the ωB97M-V functional and the def2-TZVPD basis

Geometry (Å):
C -0.758 -0.329 0.097
C 0.683 -0.382 0.010
C -1.458 0.766 0.379
C 1.448 0.677 -0.311
C -1.711 -1.471 -0.132
C 1.527 -1.599 0.240
C -3.072 -0.878 0.281
C 2.938 -1.143 -0.170
C -3.444 1.307 -0.878
C 3.618 1.093 0.707
N -2.889 0.618 0.311
N 2.876 0.349 -0.338
S -0.477 2.591 0.725
S 0.891 2.295 -0.744
H -1.688 -1.770 -1.183
H -1.461 -2.343 0.470
H 1.478 -1.907 1.286
H 1.188 -2.439 -0.365
H -3.872 -1.139 -0.410
H -3.346 -1.219 1.279
H 3.683 -1.396 0.583
H 3.235 -1.601 -1.113
H -2.983 0.903 -1.777
H -4.521 1.161 -0.927
H -3.239 2.374 -0.819
H 3.225 0.834 1.688
H 4.675 0.843 0.662
H 3.511 2.166 0.550
H -3.343 1.020 1.140
H 3.283 0.622 -1.240

Cartesian forces (eV/Å) of the 3 atoms listed first:
-0.780 0.382 0.216
0.920 0.557 -0.225
2.733 3.075 0.698

Values from the calculation:
F_max = 0.0811 Eh/bohr
total charge = +2
SMILES = C[N@H+]1CCC2=C1SSC1=C2CC[N@@H+]1C
M = 228.39 g mol⁻¹
orbital gap = 8.4866 eV
total energy = -35262.9846 eV
highest occupied orbital energy = -15.8651 eV

***

No. 4
C10H16N3O | the ωB97M-V functional and the def2-TZVPD basis

Geometry (Å):
C 0.842 -1.695 0.471
C 0.451 -2.129 -0.751
C 0.499 -0.438 0.946
C -0.014 0.392 -0.103
C -0.345 0.169 -1.509
C -0.378 -1.366 -1.751
C -1.740 -1.935 -1.573
C 0.079 -1.538 -3.271
C 1.651 2.197 2.103
C -0.505 1.918 3.045
N 0.748 0.142 2.060
N -0.188 1.785 0.693
N 0.371 1.497 2.029
O -0.801 2.762 0.403
H 1.316 -2.492 1.115
H 0.607 -3.102 -1.076
H -1.129 0.867 -1.887
H 0.622 0.441 -1.957
H -1.770 -2.946 -1.359
H -2.375 -1.950 -2.650
H -2.267 -1.314 -0.870
H 0.236 -2.558 -3.615
H 1.154 -1.118 -3.371
H -0.649 -0.877 -3.704
H 2.314 1.968 1.262
H 1.530 3.317 2.203
H 2.044 1.723 3.054
H -0.634 3.027 2.922
H -1.485 1.431 3.010
H -0.186 1.823 4.133

Cartesian forces (eV/Å) of the 3 atoms listed first:
0.909 -4.968 0.072
-0.175 2.700 0.615
-0.515 2.706 -2.556

Values from the calculation:
F_max = 0.1509 Eh/bohr
total charge = +1
SMILES = CC1(C)C=CC2=N[N+](C)(C)[N+]([O-])=C2C1
M = 194.26 g mol⁻¹
orbital gap (spin up / spin down) = 8.0611 / 8.3750 eV
total energy = -17133.7477 eV
highest occupied orbital energy (spin up / spin down) = -13.0175 / -12.5831 eV

***

No. 5
C10H16NO | the ωB97M-V functional and the def2-TZVPD basis

Geometry (Å):
C 0.640 3.273 1.493
C 1.052 2.305 0.600
C -0.545 2.925 2.001
C 0.053 1.360 0.655
C -0.864 -1.064 0.746
C -0.187 0.137 -0.079
C 0.595 -1.156 0.280
C 1.784 -1.125 1.330
C 0.800 -2.129 -0.822
C -2.171 0.784 -1.321
N -0.779 0.231 -1.455
O -0.962 1.737 1.470
H 1.395 4.048 1.612
H 2.011 2.421 0.138
H -0.918 3.334 2.951
H -0.659 -0.855 1.784
H -1.716 -1.670 0.438
H 2.175 -2.110 1.329
H 1.367 -0.895 2.282
H 2.516 -0.347 1.086
H 0.044 -2.971 -0.658
H 1.760 -2.665 -0.656
H 0.683 -1.798 -1.788
H -2.160 1.888 -1.257
H -2.774 0.648 -2.185
H -2.537 0.351 -0.511
H -0.081 0.692 -2.193
H -0.922 -0.854 -1.691

Cartesian forces (eV/Å) of the 3 atoms listed first:
1.650 1.589 -0.163
-1.037 -1.630 -0.232
-0.247 0.623 1.889

Values from the calculation:
F_max = 0.1050 Eh/bohr
total charge = +1
SMILES = C[NH2+][C@@]1(c2ccco2)CC1(C)C
M = 166.24 g mol⁻¹
orbital gap = 9.1517 eV
total energy = -14157.0875 eV
highest occupied orbital energy = -12.3192 eV

***

No. 6
C10H16NO3 | the ωB97M-V functional and the def2-TZVPD basis

Geometry (Å):
C -0.067 -0.028 -0.308
C -0.790 1.149 -0.704
C -2.084 0.746 -1.442
C -0.593 2.442 -0.254
C 0.177 -2.194 0.099
C 1.593 -1.491 0.519
C -3.095 0.146 -0.507
C -1.465 3.575 -0.617
C 2.786 -2.119 -0.323
C 1.873 -1.520 1.997
N 1.265 -0.082 0.233
O -2.143 0.817 -2.631
O 0.222 2.637 0.760
O -0.592 -1.155 -0.459
H 0.346 -3.089 -0.652
H -0.408 -2.595 1.070
H -3.235 -0.926 -0.787
H -2.823 0.208 0.489
H -4.082 0.634 -0.607
H -2.053 3.425 -1.482
H -2.131 3.629 0.246
H -0.871 4.574 -0.881
H 3.614 -1.470 -0.129
H 2.613 -2.162 -1.508
H 2.946 -3.068 0.168
H 2.963 -1.833 2.200
H 1.208 -2.243 2.622
H 1.801 -0.480 2.336
H 2.060 0.471 -0.089
H 0.965 2.004 0.644

Cartesian forces (eV/Å) of the 3 atoms listed first:
3.800 4.064 0.469
0.058 -0.699 -0.224
0.907 0.006 0.361

Values from the calculation:
F_max = 0.1086 Eh/bohr
total charge = +1
SMILES = CC(=O)/C(C1=[NH+]C(C)(C)CO1)=C(\C)O
M = 198.24 g mol⁻¹
orbital gap = 8.9427 eV
total energy = -18253.1821 eV
highest occupied orbital energy = -13.3139 eV

***

No. 7
C10H16O | the ωB97M-V functional and the def2-TZVPD basis

Geometry (Å):
C 0.721 1.667 2.740
C 0.576 1.826 0.226
C -0.066 1.713 1.456
C -0.192 1.964 -0.993
C -1.461 1.741 1.496
C -1.574 2.072 -0.900
C -2.240 1.940 0.305
O -2.341 2.270 -2.048
H 1.659 1.739 0.189
H 0.366 2.286 -1.869
H 1.037 0.652 2.975
H 0.157 2.114 3.553
H -1.919 1.491 2.443
H -3.306 2.126 0.334
H -1.695 2.278 -2.763
H 1.649 2.252 2.658
C 0.847 -2.162 -0.694
C 1.567 -2.700 -1.925
C -0.069 -3.216 -0.025
H 1.535 -1.787 0.063
H 0.247 -1.292 -0.968
H 0.999 -2.523 -2.836
H -0.869 -2.732 0.518
H -0.458 -3.912 -0.774
H 0.524 -3.804 0.683
H 2.550 -2.231 -2.028
H 1.756 -3.774 -1.816

Cartesian forces (eV/Å) of the 3 atoms listed first:
0.511 0.055 -0.370
0.006 -0.085 0.420
-0.211 0.398 -0.632

Values from the calculation:
F_max = 0.0174 Eh/bohr
multiplicity = 2
total charge = -1
M = 152.24 g mol⁻¹
orbital gap (spin up / spin down) = 2.8524 / 7.0157 eV
total energy = -12675.6716 eV
highest occupied orbital energy (spin up / spin down) = 0.7203 / -3.5367 eV

***

No. 8
C10H16O | the ωB97M-V functional and the def2-TZVPD basis

Geometry (Å):
C 0.198 1.672 -2.286
C -0.071 0.234 -1.904
C -0.962 2.593 -1.767
H 1.101 2.135 -1.885
H 0.201 1.836 -3.353
H -0.974 -0.083 -2.438
H -0.143 0.190 -0.829
H -1.536 1.983 -1.119
H -0.589 3.428 -1.199
H 0.634 -0.487 -2.337
H -1.714 2.852 -2.513
C -2.072 -0.957 2.277
C 0.194 -0.006 1.994
C -0.693 -1.043 1.666
C 1.505 -0.060 1.595
C -0.222 -2.082 0.889
C 1.956 -1.062 0.715
C 1.090 -2.092 0.434
O 3.216 -0.807 0.247
H -0.115 0.874 2.552
H 2.158 0.777 1.786
H -2.425 0.064 2.199
H -1.982 -1.149 3.343
H -1.005 -2.704 0.474
H 1.514 -2.940 -0.102
H 3.543 -1.527 -0.297
H -2.809 -1.641 1.857

Cartesian forces (eV/Å) of the 3 atoms listed first:
-0.931 1.667 -0.015
0.262 -0.058 -1.353
0.328 -1.004 -0.473

Values from the calculation:
F_max = 0.0408 Eh/bohr
total charge = 0
SMILES = Cc1ccc(O)cc1.CCC
M = 152.24 g mol⁻¹
orbital gap = 9.2296 eV
total energy = -12676.3567 eV
highest occupied orbital energy = -8.3941 eV